{"formula": "C4H5O5Y", "method": "the ωB97M-V functional and the def2-TZVPD basis", "species": ["O", "C", "C", "O", "O", "C", "Y", "H", "H", "H", "H", "O", "C", "O", "H"], "positions_angstrom": [[-1.3794, 1.2348, -1.3562], [-1.4634, 1.8954, -0.2740], [-0.1258, -0.5766, -0.1949], [-1.5956, 3.1399, -0.2814], [-1.1767, 1.2966, 0.8723], [0.0053, 0.4898, 0.8906], [-2.3615, 3.5585, -2.5503], [0.5263, -0.3536, -1.0483], [-1.1374, -0.9986, -0.2294], [0.8749, 1.1285, 0.6967], [0.0539, 0.0492, 1.8918], [2.2251, -3.2419, 0.7462], [1.7873, -2.2695, -0.0559], [0.6287, -1.9095, 0.3816], [3.1383, -3.4429, 0.5113]], "forces_ev_per_angstrom": [[-1.43, 1.56, -0.77], [2.28, -1.72, -0.96], [2.71, -3.25, 1.49], [-1.94, 2.35, -1.37], [-0.80, 1.06, 0.41], [0.11, -0.85, -0.51], [1.49, -2.04, 2.95], [-1.06, -0.26, -0.20], [0.49, 0.50, -0.73], [-0.14, -0.10, 0.23], [-0.02, 0.11, -0.34], [-0.49, 0.22, 0.12], [0.84, 0.71, -0.56], [-1.85, 1.71, 0.51], [-0.15, 0.00, -0.28]], "mulliken_spin": [-0.0590, -0.0042, -0.0100, -0.0302, -0.0033, 0.0013, 1.1037, 0.0007, 0.0000, 0.0005, -0.0003, 0.0000, 0.0003, 0.0005, 0.0000], "multiplicity": 2, "charge": 1, "homo_energy_ev": [-10.53, -10.53], "total_energy_ev": -15498.249}

{"formula": "C3H6N2O2", "method": "the ωB97M-V functional and the def2-TZVPD basis", "species": ["C", "O", "C", "N", "O", "C", "N", "H", "H", "H", "H", "H", "H"], "positions_angstrom": [[-1.6817, -0.4228, -1.0150], [-1.2922, -0.0483, 0.3028], [0.0339, 0.1492, 0.4464], [0.7573, 1.0565, -0.4560], [1.9941, 0.3271, -0.1915], [1.2827, -0.6239, 0.5857], [0.6450, -0.0088, 1.7294], [-2.6945, -0.8199, -0.9309], [-1.0126, -1.1938, -1.4149], [-1.6735, 0.4403, -1.6876], [0.8786, 1.9886, -0.0516], [1.6260, -1.6509, 0.5910], [1.1370, 0.8069, 2.0922]], "forces_ev_per_angstrom": [[-0.10, -0.07, -0.24], [0.08, 0.06, 0.13], [-0.08, -0.06, -0.04], [-0.11, 0.31, 0.05], [0.19, -0.05, -0.05], [0.09, -0.39, 0.01], [0.02, 0.18, 0.06], [0.14, 0.07, -0.03], [-0.09, 0.09, 0.07], [0.01, -0.13, 0.09], [-0.04, -0.07, -0.02], [-0.05, 0.15, 0.01], [-0.05, -0.06, -0.03]], "mulliken_charge": [-0.6821, -0.3789, 0.3614, -0.2443, -0.3140, 0.0866, -0.5648, 0.2371, 0.3075, 0.2741, 0.2623, 0.4032, 0.2520], "homo_energy_ev": -9.52, "total_energy_ev": -10279.197, "e_above_lowest_kcal_mol": 129.2, "smiles": "CO[C@]12NO[C@H]1N2"}

{"formula": "C2H10N6O", "method": "the ωB97M-V functional and the def2-TZVPD basis", "species": ["C", "C", "N", "N", "O", "H", "H", "H", "H", "H", "H", "H", "N", "N", "N", "N", "H", "H", "H"], "positions_angstrom": [[-0.1611, -1.8974, -1.1740], [-1.0243, -0.6855, -1.0181], [-2.2303, -0.6956, -1.6428], [-0.5618, 0.2908, -0.3439], [-1.4192, 1.4194, -0.2550], [-0.6879, -2.7863, -0.8306], [0.7501, -1.7745, -0.5995], [0.0934, -2.0283, -2.2257], [-2.8420, 0.0855, -1.4780], [-2.6134, -1.5424, -2.0190], [-0.8044, 2.1331, -0.0052], [0.5052, 2.2405, 1.7784], [0.9642, 2.5085, 0.8852], [1.7751, 1.7075, 0.4311], [2.1050, 0.5904, 1.0283], [1.4689, 0.0044, 2.1378], [2.6801, -0.0403, 0.4847], [0.4827, -0.1613, 1.9031], [1.5198, 0.6317, 2.9432]], "forces_ev_per_angstrom": [[-0.08, 0.11, 0.00], [-0.35, 0.05, -0.05], [-0.29, 0.28, -0.11], [0.60, 0.45, 0.55], [-0.20, -0.64, -0.38], [0.00, -0.10, 0.02], [0.05, 0.00, 0.05], [0.02, -0.05, -0.03], [-0.04, -0.06, -0.04], [0.05, 0.04, 0.05], [0.01, -0.27, -0.14], [0.38, -0.45, -0.10], [-0.97, 0.97, 0.60], [0.74, -0.13, -0.95], [0.30, -0.95, 0.93], [-0.32, 0.44, -0.23], [-0.25, 0.39, 0.12], [0.26, 0.15, -0.01], [0.07, -0.24, -0.27]], "mulliken_charge": [-1.0554, 0.4117, -0.4092, -0.1155, -0.5086, 0.3247, 0.2301, 0.2984, 0.2231, 0.1959, 0.3889, 0.2353, -0.5581, -0.0037, 0.1520, -0.6102, 0.2583, 0.2745, 0.2681], "homo_energy_ev": -8.62, "total_energy_ev": -13220.657, "e_above_lowest_kcal_mol": 0.0, "smiles": "C/C(N)=N/O.[H]/N=N\\NN"}

{"formula": "C2H2Cl7Cr", "method": "the ωB97M-V functional and the def2-TZVPD basis", "species": ["Cr", "Cl", "C", "Cl", "Cl", "Cl", "H", "C", "Cl", "Cl", "Cl", "H"], "positions_angstrom": [[-7.3966, 14.1918, 8.3587], [-6.9897, 13.7095, 10.7566], [-8.8543, 15.3953, 13.8694], [-8.3508, 14.5795, 15.3497], [-8.3941, 17.1273, 13.9643], [-10.5518, 15.2352, 13.4976], [-8.2903, 15.0044, 13.0310], [-4.0091, 14.9889, 12.7469], [-5.3585, 15.2438, 13.8924], [-2.9385, 13.6582, 13.2254], [-3.0884, 16.5108, 12.5671], [-4.4767, 14.7638, 11.7980]], "forces_ev_per_angstrom": [[0.45, -0.56, 2.83], [-0.46, 0.58, -2.81], [0.64, 0.72, 0.01], [-0.31, -0.05, -0.23], [-0.19, -0.29, -0.03], [-0.24, -0.17, 0.11], [0.02, -0.19, 0.17], [0.09, 0.47, 0.39], [0.49, -0.28, -0.24], [-0.45, 0.37, -0.12], [-0.25, -0.50, -0.03], [0.22, -0.11, -0.04]], "mulliken_spin": [4.2316, -0.2313, 0.0014, -0.0002, -0.0004, -0.0003, 0.0012, -0.0007, -0.0031, -0.0001, -0.0002, 0.0021], "multiplicity": 5, "charge": 1, "homo_energy_ev": [-13.10, -13.10], "total_energy_ev": -118174.715, "e_above_lowest_kcal_mol": 10.5}